Entry 1:
Density functional theory data (the ωB97M-V functional and the def2-TZVPD basis) for a 2-piece molecular cluster, C5H8I2 overall in a non-equilibrium geometry.

## Properties
- Charge: 0
- Energy above the lowest of the compared OMol25 structures with the same formula, charge and spin: 48.9 kcal per mole
- Molar mass: 321.9 g/mol
- SMILES: CC1(C)C=C1I.I
- HOMO-LUMO gap: 0.34362 Ha

```
15
Properties=species:S:1:pos:R:3:forces:R:3:mulliken_charge:R:1
C -0.51274 -0.34319 -1.17737 0.732 -2.326 1.531 -0.469
C 0.65171 -0.41998 -0.16349 -2.098 1.914 0.272 1.077
C -0.44151 -1.39928 -0.40849 -0.025 -0.094 -0.399 -0.474
C 0.45369 0.43839 1.09853 -1.483 -0.533 -0.586 -1.303
C 2.03136 -0.46989 -0.68076 1.077 -1.035 1.357 -1.377
I -4.27236 1.96358 0.15677 -0.094 -1.071 -0.888 -0.094
I -1.19780 -3.26346 0.30048 0.419 1.096 -0.565 0.082
H -4.13354 3.13637 1.15439 0.123 1.053 0.888 0.088
H -0.85855 0.10672 -2.05304 -0.635 0.756 -0.896 0.404
H 0.79862 -0.24990 1.87392 -0.268 0.621 0.695 0.326
H -0.65619 0.69012 1.14499 1.355 -0.641 0.483 0.234
H 0.94829 1.40303 1.13370 0.560 -0.074 -0.136 0.451
H 2.47585 -1.44879 -0.57065 0.163 -0.578 0.331 0.309
H 2.66893 0.19952 -0.08544 -0.085 0.071 -0.721 0.368
H 2.04425 -0.34322 -1.72355 0.259 0.840 -1.366 0.376
```
Positions in Å, forces in eV/Å.

=====

Entry 2:
Density functional theory data (the ωB97M-V functional and the def2-TZVPD basis) for one molecule with the formula C4H8O2 in a non-equilibrium geometry.

## Properties
- Charge: 0
- Energy above the lowest of the compared OMol25 structures with the same formula, charge and spin: 86.5 kcal per mole
- Molar mass: 88.1 g/mol
- SMILES: CO[C@H]1C[C@@H]1O
- HOMO-LUMO gap: 0.32923 Ha

```
14
Properties=species:S:1:pos:R:3:forces:R:3:mulliken_charge:R:1
C 1.21063 0.41565 -0.89357 0.298 1.647 -0.976 -0.421
C 1.27785 0.26666 0.59274 -1.778 -0.781 -1.503 -0.131
C -0.07245 -0.22715 -0.42195 3.502 -0.951 1.289 -0.150
C -2.34345 -0.11691 0.05545 -1.061 1.181 -0.746 -0.717
O 2.00567 -0.81768 1.09218 0.700 0.003 0.575 -0.533
O -1.20429 0.47403 -0.51088 -0.293 0.232 -1.108 -0.345
H 1.22705 1.54365 -1.30122 -0.310 -2.788 0.814 0.220
H 1.87332 -0.27372 -1.41587 -0.017 0.337 -0.223 0.253
H 1.37187 1.20370 1.13809 -0.699 -0.287 0.232 0.358
H -0.14378 -1.38189 -0.56984 0.205 2.115 0.481 0.289
H -3.05607 0.70863 -0.15637 -0.246 -0.927 0.639 0.226
H -2.12655 -0.20448 1.09786 -0.438 -0.427 0.937 0.351
H -2.74197 -1.06644 -0.39926 0.854 0.729 0.226 0.282
H 2.72218 -0.52406 1.69264 -0.718 -0.084 -0.637 0.319
```
Positions in Å, forces in eV/Å.

=====

Entry 3:
Density functional theory data (the ωB97M-V functional and the def2-TZVPD basis) for C21H42N3O2RuSbSe as an isolated structure in a non-equilibrium geometry.

## Properties
- Charge: +1
- Spin multiplicity: 2
- Energy above the lowest of the compared OMol25 structures with the same formula, charge and spin: 97.6 kcal per mole
- Molar mass: 670.4 g/mol
- HOMO-LUMO gap (spin up / spin down): 0.23667 / 0.22605 Ha

```
71
Properties=species:S:1:pos:R:3:forces:R:3:mulliken_charge:R:1
Ru -1.26374 -0.12534 -0.60654 -0.652 -1.538 1.461 0.808
N -2.75244 -1.33784 1.17826 0.188 0.532 -0.733 -0.478
C -3.83394 -0.37844 1.38706 -0.282 0.292 0.316 -0.866
C -3.26104 0.93396 1.92696 -0.254 -0.397 -0.022 -0.304
N -2.48604 1.67486 0.92956 0.617 0.128 0.035 0.148
C -3.24624 2.64666 0.13346 -0.236 -0.146 -0.455 -0.879
C -3.66914 2.05366 -1.21384 -0.037 0.228 0.137 -0.506
N -2.47334 1.60426 -1.92964 -0.390 -0.473 -0.421 -0.385
H -3.12264 -2.17874 0.74116 0.199 0.105 0.068 0.274
H -2.34954 -1.60344 2.07536 0.099 -0.012 -0.268 0.224
H -4.58114 -0.75534 2.09916 0.048 0.098 -0.112 0.492
H -4.32614 -0.21654 0.42666 -0.034 -0.061 0.113 0.265
H -2.58824 0.67026 2.75146 -0.080 0.151 0.005 -0.023
H -4.07774 1.54606 2.33476 0.144 -0.049 -0.032 0.393
H -1.75394 2.18506 1.42306 -0.176 -0.203 -0.186 0.047
H -2.59634 3.50676 -0.06714 -0.124 -0.078 0.112 0.412
H -4.13794 2.99806 0.67236 0.198 0.024 -0.041 0.272
H -4.23294 2.81106 -1.77854 0.036 -0.158 0.157 0.439
H -4.31914 1.18596 -1.06764 0.073 0.156 -0.077 0.216
H -1.93454 2.40606 -2.25544 0.030 -0.299 0.034 0.194
H -2.75064 1.05376 -2.74394 0.171 0.225 0.128 0.189
Se 0.54646 -0.35994 -2.19424 0.220 -0.557 -0.448 -0.253
C 1.99096 -0.16454 -3.48014 -0.254 0.541 0.358 0.224
C 3.29536 -0.49824 -3.13424 -0.247 0.030 0.284 -0.274
C 4.30086 -0.35964 -4.07334 0.052 -0.045 -0.154 -0.673
C 4.00566 0.09166 -5.35074 0.062 0.037 -0.022 -0.478
C 2.70416 0.42766 -5.68974 0.161 0.006 -0.045 -0.638
C 1.69426 0.30186 -4.75524 -0.327 -0.002 0.150 -0.240
H 3.51616 -0.85754 -2.13914 0.021 0.004 0.045 0.355
H 5.32136 -0.59644 -3.80914 0.035 -0.074 0.030 0.399
H 4.79376 0.18646 -6.08174 0.076 0.030 -0.059 0.385
H 2.48176 0.79736 -6.68074 -0.044 -0.015 -0.035 0.391
H 0.67456 0.56346 -5.00194 0.005 -0.016 -0.036 0.405
C 3.40306 1.42746 1.59656 -0.167 -0.216 0.011 -1.443
C 2.31186 1.13216 0.58396 -0.570 -0.227 0.151 1.087
C 1.77806 2.40056 -0.06294 -0.202 -0.179 -0.157 -1.347
Sb 0.60146 -0.02784 1.41226 1.666 -0.995 -0.924 0.605
C 1.49026 -2.06874 1.29876 -0.292 0.590 0.107 0.505
C 0.44666 -3.08274 1.73796 -0.054 0.159 -0.163 -1.261
C 2.78886 -2.20744 2.06906 -0.079 0.129 -0.131 -1.354
C 0.78226 0.56776 3.54756 -0.508 -0.179 -0.694 0.497
C -0.00814 -0.33594 4.46646 0.083 -0.140 -0.038 -1.285
C 0.34296 2.01296 3.67026 0.155 0.040 -0.168 -1.431
H 4.26306 1.86606 1.09286 0.103 0.089 -0.027 0.450
H 3.73486 0.52366 2.10166 0.129 -0.001 0.094 0.295
H 3.06056 2.13326 2.34946 0.020 0.117 0.124 0.287
H 2.69946 0.47316 -0.20174 -0.175 -0.031 0.155 -0.226
H 1.42756 3.10736 0.68806 -0.021 0.139 0.081 0.309
H 0.94686 2.16966 -0.73884 0.156 0.137 0.035 0.096
H 2.56046 2.88506 -0.64394 0.087 0.134 -0.064 0.456
H 1.67586 -2.19554 0.22516 -0.088 0.208 0.109 0.346
H 0.19386 -2.95484 2.79036 -0.096 -0.068 0.091 0.213
H 0.82956 -4.09354 1.60946 0.015 -0.149 0.007 0.474
H -0.45564 -2.98254 1.13016 -0.043 -0.078 0.065 0.046
H 2.65396 -1.95714 3.12006 0.079 -0.010 0.155 0.244
H 3.56356 -1.56984 1.65056 0.111 0.043 0.049 0.257
H 3.14406 -3.23544 2.00976 0.059 -0.130 0.045 0.497
H 1.84206 0.48156 3.77306 0.168 -0.059 -0.194 0.493
H -1.06944 -0.32294 4.22236 -0.142 -0.034 0.014 0.164
H 0.09426 0.01006 5.49356 -0.012 -0.001 0.172 0.454
H 0.34836 -1.36144 4.41866 -0.036 -0.134 0.068 0.280
H -0.73254 2.10406 3.52666 -0.170 0.063 -0.005 0.222
H 0.84686 2.64476 2.94026 -0.005 0.163 0.022 0.290
H 0.57316 2.39156 4.66356 0.007 0.103 0.148 0.454
C -2.14664 -3.41684 -3.44954 -0.540 0.073 -0.069 -0.696
O -1.50314 -2.89164 -2.27134 0.314 -0.098 0.975 -0.324
C -2.05694 -1.88064 -1.64934 0.217 3.223 -0.910 0.522
O -3.09564 -1.31434 -1.99304 0.366 -1.166 0.407 -0.575
H -1.40184 -3.98634 -3.99664 0.088 0.053 0.184 0.237
H -2.52954 -2.59854 -4.05834 0.060 -0.020 0.048 0.308
H -2.97274 -4.05944 -3.14874 0.019 -0.008 -0.059 0.320
```
Positions in Å, forces in eV/Å.

=====

charge of number 2 (C4H8O2)? 0

=====

Among the records above, which one has the highest energy above the lowest of the compared OMol25 structures with the same formula, charge and spin? C21H42N3O2RuSbSe